1.
10
Properties=species:S:1:pos:R:3:nbo_charge:R:1 method="wB97M-V/def2-TZVPD" total_energy_ev=-6622.0211 orbital_gap_ev=9.177 max_force_ev_per_a=6.76
H -2.80779 0.78736 -0.18579 0.327
N -2.40536 -0.27121 -0.07942 -0.675
C -1.11799 -0.29143 0.21045 0.260
N -0.16475 0.68373 0.04488 -0.423
N 1.14095 0.60905 0.10004 -0.212
C 1.87460 -0.51428 -0.04193 -0.213
H -0.67060 -1.15081 0.54777 0.165
H -0.47117 1.75356 -0.18906 0.393
H 1.59258 -1.42861 -0.44022 0.176
H 3.02952 -0.17736 0.03326 0.202

2.
10
Properties=species:S:1:pos:R:3:nbo_charge:R:1 method="wB97M-V/def2-TZVPD" total_energy_ev=-6618.2637 orbital_gap_ev="8.725 / 8.727" max_force_ev_per_a=5.07
C 1.01921 1.53971 1.64692 -0.450
C 0.78459 0.43308 1.17650 -0.212
N 0.42108 -1.17817 -1.08103 -0.584
N -1.44410 -0.26616 -0.50676 -0.592
N -0.39508 -0.96827 -0.00831 0.118
H 1.21823 2.50660 1.92961 0.209
H 1.12428 -1.74747 -0.65296 0.383
H 0.68306 -0.55877 -1.77700 0.370
H -1.26483 0.61083 -0.92003 0.375
H -2.14644 -0.37138 0.19306 0.384

3.
11
Properties=species:S:1:pos:R:3:nbo_charge:R:1 method="wB97M-V/def2-TZVPD" total_energy_ev=-8665.1430 orbital_gap_ev=9.400 max_force_ev_per_a=6.47
C 0.78821 1.16275 -0.12496 0.157
C -1.55622 0.11480 -0.23359 0.179
H 1.98995 -1.50966 -0.74910 0.510
H 0.97484 2.21884 0.20442 0.219
H -1.16800 1.91370 0.01512 0.368
H -2.42936 0.59751 -0.97425 0.187
H -0.49274 -1.51794 1.09652 0.337
N 1.63654 0.14183 -0.08673 -0.185
N -0.60325 1.01487 0.35619 -0.665
N -1.53981 -1.17848 0.02063 -0.561
O 1.15988 -1.15192 0.06600 -0.546

4.
11
Properties=species:S:1:pos:R:3:nbo_charge:R:1 method="wB97M-V/def2-TZVPD" total_energy_ev=-8671.9279 orbital_gap_ev=10.396 max_force_ev_per_a=3.39
H -1.53593 -1.72802 1.42461 0.307
N -1.33970 -2.17209 0.53839 -0.654
C -0.71438 -1.41594 -0.28250 0.222
N -0.14067 -0.19035 0.08648 -0.664
C 0.59968 0.73689 -0.66050 0.791
N 1.04321 1.80532 0.10773 -0.848
O 0.79098 0.64728 -1.85137 -0.604
H -1.30561 -1.83071 -1.09603 0.270
H -0.36826 0.07709 1.04123 0.388
H 1.68150 2.41623 -0.38403 0.406
H 1.28919 1.65431 1.07600 0.385

5.
11
Properties=species:S:1:pos:R:3:nbo_charge:R:1 method="wB97M-V/def2-TZVPD" total_energy_ev=-8671.9864 orbital_gap_ev=9.338 max_force_ev_per_a=1.24
N 1.23830 1.65768 -0.65098 -0.842
C 0.00069 1.16458 -0.30781 0.790
O -0.99658 1.83609 -0.22175 -0.573
N 0.05470 -0.21522 -0.00484 -0.693
C -1.10457 -0.82221 0.29938 0.241
N -0.95140 -2.04077 0.83880 -0.819
H 1.18518 2.58699 -1.03912 0.404
H 1.87045 1.02850 -1.12327 0.382
H 0.97237 -0.61361 0.21477 0.359
H -1.70521 -2.09126 1.50014 0.408
H -0.04337 -2.42822 1.12394 0.343

6.
11
Properties=species:S:1:pos:R:3:nbo_charge:R:1 method="wB97M-V/def2-TZVPD" total_energy_ev=-8671.3751 orbital_gap_ev=9.845 max_force_ev_per_a=4.27
N 0.63101 1.02615 -1.21550 -0.685
N -0.60767 0.36628 -1.43116 -0.231
C -1.05833 -0.16253 -0.37569 0.177
N -0.42682 -0.25452 0.82882 -0.684
C 0.73917 -0.95062 1.09157 0.554
O 1.33494 -1.07140 2.08934 -0.536
H 0.71269 1.68237 -1.98335 0.365
H 0.71842 1.48523 -0.34548 0.351
H -2.04243 -0.52393 -0.44633 0.175
H -1.12834 -0.28245 1.61327 0.407
H 1.12737 -1.31459 0.17453 0.106